# 1
{"formula": "C4H6N2", "method": "ωB97M-V/def2-TZVPD", "gap_ev": [8.10, 8.76], "e_lumo_ev": [-0.6, 0.0], "spin_multiplicity": 1, "de_lowest_kj_mol": 687.1, "max_force_ev_per_a": 3.275, "elements": ["C", "C", "C", "C", "N", "N", "H", "H", "H", "H", "H", "H"], "xyz": [[-0.714, -1.353, -0.206], [0.415, -0.887, 0.575], [0.410, -1.301, -1.345], [0.512, 2.494, 1.507], [1.421, -0.906, -0.205], [-1.928, -1.290, -0.107], [0.603, -2.311, -1.679], [0.087, -0.581, -2.170], [1.439, 1.868, 1.452], [0.046, 2.879, 0.656], [0.193, 2.844, 2.491], [-2.484, -1.458, -0.969]]}

=====

# 2
{"formula": "C49H74O23P", "method": "ωB97M-V/def2-TZVPD", "gap_ev": 7.13, "e_lumo_ev": 1.8, "spin_multiplicity": 1, "total_charge": -1, "max_force_ev_per_a": 0.936, "elements": ["C", "C", "C", "C", "C", "C", "C", "C", "C", "C", "C", "C", "C", "C", "C", "C", "C", "C", "C", "C", "C", "C", "C", "O", "O", "C", "O", "C", "C", "C", "C", "P", "O", "O", "C", "C", "C", "C", "O", "O", "C", "C", "O", "H", "H", "H", "H", "H", "H", "H", "H", "H", "H", "H", "H", "H", "H", "H", "H", "H", "H", "H", "H", "H", "H", "H", "H", "H", "H", "H", "H", "H", "H", "H", "H", "H", "H", "H", "H", "H", "H", "H", "H", "H", "H", "H", "H", "C", "O", "C", "O", "O", "C", "H", "H", "H", "H", "H", "H", "C", "O", "C", "O", "O", "C", "H", "H", "H", "H", "H", "H", "C", "O", "C", "O", "O", "C", "H", "H", "H", "H", "H", "H", "C", "O", "C", "O", "O", "C", "H", "H", "H", "H", "H", "H", "C", "O", "C", "O", "O", "C", "H", "H", "H", "H", "H", "H"], "xyz": [[5.023, -1.082, 1.055], [4.209, -2.318, 1.450], [3.772, -3.155, 0.251], [2.615, -2.537, -0.550], [3.030, -1.717, -1.808], [2.406, -0.323, -1.775], [2.372, 0.402, -3.144], [3.296, 1.621, -3.287], [3.027, 2.684, -2.206], [2.074, 3.774, -2.699], [1.974, 4.998, -1.786], [1.766, 4.675, -0.291], [0.338, 4.833, 0.237], [-0.710, 4.011, -0.539], [-0.307, 2.531, -0.511], [-1.285, 1.481, -0.983], [-2.032, 1.559, -2.166], [-1.961, 2.742, -3.102], [-2.877, 0.513, -2.538], [-2.963, -0.621, -1.760], [-2.228, -0.711, -0.578], [-1.396, 0.329, -0.184], [-0.583, 0.178, 1.106], [-1.019, 0.831, 2.071], [0.425, -0.561, 1.017], [-2.351, -1.966, 0.197], [-2.392, -2.009, 1.405], [-2.446, -3.194, -0.660], [-1.805, -4.354, -0.275], [-1.848, -5.438, -1.124], [-2.535, -5.392, -2.337], [-2.258, -6.963, -3.233], [-3.531, -7.822, -2.669], [-2.734, -6.665, -4.786], [-3.234, -4.228, -2.718], [-3.998, -4.097, -4.015], [-5.294, -4.941, -4.179], [-5.955, -5.296, -2.870], [-6.387, -4.473, -2.112], [-6.048, -6.647, -2.619], [-3.161, -3.121, -1.859], [-3.807, -1.785, -2.149], [-4.911, -1.669, -2.629], [5.956, -1.397, 0.582], [5.242, -0.450, 1.916], [4.463, -0.478, 0.341], [4.839, -2.913, 2.120], [3.335, -2.033, 2.039], [4.631, -3.411, -0.379], [3.412, -4.105, 0.662], [1.900, -3.314, -0.825], [2.080, -1.863, 0.126], [4.122, -1.666, -1.800], [2.697, -2.273, -2.686], [1.380, -0.438, -1.425], [2.974, 0.281, -1.068], [1.339, 0.675, -3.374], [2.666, -0.324, -3.910], [3.109, 2.048, -4.278], [4.341, 1.302, -3.270], [2.532, 2.178, -1.380], [3.966, 3.127, -1.866], [1.087, 3.311, -2.779], [2.345, 4.088, -3.711], [2.875, 5.603, -1.903], [1.134, 5.619, -2.114], [2.108, 3.676, -0.028], [2.401, 5.360, 0.278], [0.334, 4.432, 1.257], [0.036, 5.881, 0.309], [-1.675, 4.142, -0.047], [-0.735, 4.404, -1.556], [0.600, 2.397, -1.104], [-0.020, 2.298, 0.513], [-2.354, 2.485, -4.084], [-2.611, 3.535, -2.720], [-0.966, 3.170, -3.182], [-3.455, 0.592, -3.450], [-1.267, -4.366, 0.662], [-1.320, -6.345, -0.850], [-3.299, -8.753, -2.748], [-2.017, -6.169, -5.201], [-3.319, -4.358, -4.827], [-4.268, -3.060, -4.175], [-5.084, -5.820, -4.782], [-5.995, -4.322, -4.742], [-5.388, -6.887, -1.954], [5.201, 9.818, -0.756], [5.098, 10.082, -2.159], [4.235, 9.293, -2.796], [3.575, 8.422, -2.296], [4.229, 9.631, -4.086], [3.338, 8.849, -4.887], [5.930, 10.525, -0.372], [4.243, 9.971, -0.265], [5.547, 8.801, -0.582], [2.311, 8.969, -4.548], [3.616, 7.798, -4.858], [3.436, 9.228, -5.900], [5.719, -3.161, 6.640], [5.556, -3.983, 5.482], [5.979, -5.234, 5.628], [6.470, -5.706, 6.621], [5.767, -5.881, 4.482], [6.173, -7.249, 4.495], [5.331, -2.184, 6.367], [5.151, -3.561, 7.477], [6.771, -3.079, 6.907], [5.622, -7.807, 5.250], [7.243, -7.331, 4.682], [5.941, -7.639, 3.509], [-5.217, 7.622, -3.057], [-4.063, 8.437, -2.827], [-2.907, 7.811, -3.047], [-2.782, 6.672, -3.410], [-1.914, 8.663, -2.786], [-0.610, 8.104, -2.973], [-6.075, 8.251, -2.842], [-5.252, 7.291, -4.093], [-5.216, 6.760, -2.394], [-0.459, 7.808, -4.010], [-0.465, 7.248, -2.318], [0.102, 8.882, -2.712], [-2.339, -7.991, 6.317], [-1.935, -6.652, 6.046], [-2.448, -6.145, 4.915], [-3.185, -6.739, 4.168], [-2.004, -4.910, 4.774], [-2.474, -4.228, 3.597], [-1.855, -8.268, 7.250], [-3.420, -8.053, 6.432], [-2.015, -8.661, 5.523], [-3.558, -4.144, 3.615], [-2.156, -4.758, 2.704], [-2.033, -3.240, 3.611], [-2.975, -0.469, 4.215], [-2.983, -1.130, 5.500], [-3.883, -0.690, 6.355], [-4.688, 0.189, 6.179], [-3.765, -1.396, 7.493], [-4.689, -1.018, 8.508], [-2.190, -0.927, 3.627], [-3.933, -0.607, 3.717], [-2.754, 0.588, 4.326], [-5.715, -1.169, 8.174], [-4.546, 0.024, 8.793], [-4.482, -1.661, 9.359]]}

=====

# 3
{"formula": "C35H35N2O8P2Ti", "method": "ωB97M-V/def2-TZVPD", "gap_ev": [4.48, 8.25], "e_lumo_ev": [2.5, 2.5], "spin_multiplicity": 3, "de_lowest_kj_mol": 6.3, "total_charge": -1, "max_force_ev_per_a": 0.512, "elements": ["Ti", "O", "C", "C", "C", "C", "C", "C", "C", "C", "C", "O", "C", "C", "C", "C", "C", "C", "C", "C", "C", "C", "C", "C", "N", "C", "C", "C", "C", "C", "C", "C", "C", "C", "C", "C", "C", "H", "H", "H", "H", "H", "H", "H", "H", "H", "H", "H", "H", "H", "H", "H", "H", "H", "H", "H", "H", "H", "H", "H", "H", "H", "H", "H", "N", "C", "C", "P", "O", "O", "O", "P", "O", "O", "O", "H", "H", "H", "H", "H", "H", "H", "H"], "xyz": [[-0.412, 0.257, -0.410], [-0.517, 0.597, 1.591], [0.522, 0.419, 2.500], [1.408, -0.766, 2.046], [2.291, -0.430, 0.892], [3.649, -0.537, 1.015], [4.507, -0.226, -0.052], [3.875, 0.153, -1.247], [2.513, 0.251, -1.350], [1.927, 0.648, -2.676], [0.645, -0.070, -3.150], [-0.416, 0.373, -2.375], [0.711, -1.601, -3.126], [1.875, -2.333, -2.943], [1.844, -3.726, -2.943], [0.651, -4.399, -3.134], [-0.520, -3.672, -3.327], [-0.487, -2.290, -3.321], [0.427, 0.364, -4.610], [1.208, -0.147, -5.645], [1.026, 0.280, -6.950], [0.053, 1.228, -7.244], [-0.730, 1.739, -6.221], [-0.543, 1.310, -4.911], [1.656, 0.009, -0.269], [1.377, 1.685, 2.602], [2.511, 1.711, 3.409], [3.296, 2.849, 3.509], [2.953, 3.992, 2.798], [1.819, 3.979, 1.999], [1.036, 2.834, 1.903], [-0.114, 0.137, 3.871], [-0.630, 1.188, 4.627], [-1.366, 0.946, 5.778], [-1.595, -0.357, 6.202], [-1.074, -1.413, 5.469], [-0.338, -1.167, 4.315], [0.723, -1.576, 1.765], [2.034, -1.120, 2.868], [4.049, -0.873, 1.965], [5.581, -0.298, 0.032], [4.464, 0.363, -2.133], [2.718, 0.555, -3.424], [1.634, 1.706, -2.658], [2.816, -1.826, -2.776], [2.762, -4.278, -2.782], [0.627, -5.482, -3.127], [-1.460, -4.190, -3.479], [-1.395, -1.715, -3.455], [1.959, -0.898, -5.425], [1.641, -0.133, -7.742], [-0.095, 1.560, -8.265], [-1.492, 2.477, -6.440], [-1.148, 1.693, -4.100], [2.787, 0.825, 3.971], [4.180, 2.843, 4.136], [3.565, 4.883, 2.866], [1.538, 4.866, 1.444], [0.144, 2.845, 1.290], [-0.467, 2.207, 4.297], [-1.766, 1.780, 6.343], [-2.171, -0.545, 7.100], [-1.247, -2.435, 5.781], [0.024, -2.007, 3.739], [-2.966, -0.065, 2.708], [-3.489, -0.241, 1.300], [-4.990, -0.530, 1.430], [-2.611, -1.760, 0.662], [-3.737, -2.428, -0.285], [-2.347, -2.561, 1.879], [-1.480, -1.435, -0.297], [-3.250, 1.443, 0.518], [-4.520, 1.516, -0.488], [-3.418, 2.368, 1.662], [-2.057, 1.502, -0.401], [-2.320, -0.835, 2.933], [-3.733, -0.077, 3.376], [-2.483, 0.840, 2.773], [-5.145, -1.437, 2.020], [-5.439, -0.674, 0.454], [-5.485, 0.316, 1.915], [-3.385, -2.491, -1.181], [-4.184, 1.512, -1.393]]}

=====

# 4
{"formula": "C36H96N8O10", "method": "ωB97M-V/def2-TZVPD", "gap_ev": 8.57, "e_lumo_ev": 0.6, "spin_multiplicity": 1, "de_lowest_kj_mol": 733.5, "smiles": "COC[C@H](C)N.COC[C@H](C)N.COC[C@H](C)N.COC[C@H](C)N.COC[C@H](C)N.COC[C@H](C)N.COCCNCCOC.COCCNCCOC", "max_force_ev_per_a": 5.761, "elements": ["C", "O", "C", "C", "C", "N", "H", "H", "H", "H", "H", "H", "H", "H", "H", "H", "H", "C", "O", "C", "C", "C", "N", "H", "H", "H", "H", "H", "H", "H", "H", "H", "H", "H", "C", "O", "C", "C", "C", "N", "H", "H", "H", "H", "H", "H", "H", "H", "H", "H", "H", "C", "O", "C", "C", "C", "N", "H", "H", "H", "H", "H", "H", "H", "H", "H", "H", "H", "C", "O", "C", "C", "C", "N", "H", "H", "H", "H", "H", "H", "H", "H", "H", "H", "H", "C", "O", "C", "C", "C", "N", "H", "H", "H", "H", "H", "H", "H", "H", "H", "H", "H", "C", "O", "C", "C", "N", "C", "C", "O", "C", "H", "H", "H", "H", "H", "H", "H", "H", "H", "H", "H", "H", "H", "H", "H", "C", "O", "C", "C", "N", "C", "C", "O", "C", "H", "H", "H", "H", "H", "H", "H", "H", "H", "H", "H", "H", "H", "H", "H"], "xyz": [[4.536, -5.632, 3.835], [3.910, -4.786, 2.850], [3.945, -5.344, 1.530], [3.739, -4.203, 0.438], [3.471, -4.736, -1.000], [5.026, -3.530, 0.442], [4.725, -4.922, 4.640], [5.498, -6.048, 3.535], [3.809, -6.356, 4.201], [4.699, -6.059, 1.200], [3.057, -5.972, 1.459], [2.876, -3.652, 0.811], [3.527, -3.926, -1.727], [2.471, -5.167, -1.054], [4.124, -5.537, -1.348], [5.755, -4.153, 0.126], [5.215, -3.212, 1.382], [2.832, 6.649, -2.230], [2.267, 5.822, -1.250], [0.824, 5.769, -1.265], [0.178, 7.102, -1.007], [0.821, 7.984, 0.170], [-1.176, 6.763, -0.562], [3.842, 6.854, -1.874], [2.358, 7.630, -2.251], [2.841, 6.184, -3.216], [0.370, 5.243, -2.105], [0.600, 5.097, -0.437], [0.061, 7.690, -1.917], [1.719, 8.468, -0.215], [0.955, 7.591, 1.177], [0.249, 8.909, 0.234], [-1.247, 6.366, 0.364], [-1.730, 7.586, -0.374], [-3.993, 1.599, 0.462], [-3.427, 2.505, 1.375], [-3.765, 2.322, 2.726], [-3.302, 3.543, 3.553], [-3.831, 3.555, 5.071], [-3.848, 4.729, 2.824], [-5.078, 1.521, 0.534], [-3.564, 0.610, 0.622], [-3.570, 1.996, -0.460], [-4.797, 1.985, 2.818], [-3.153, 1.489, 3.074], [-2.213, 3.486, 3.579], [-3.486, 4.406, 5.658], [-3.399, 2.657, 5.513], [-4.903, 3.364, 5.119], [-3.794, 4.341, 1.892], [-4.816, 4.756, 3.109], [-4.737, -0.942, -2.981], [-3.570, -0.251, -3.610], [-2.526, -1.159, -3.849], [-1.538, -0.541, -4.898], [-1.754, -1.030, -6.431], [-0.094, -0.729, -4.592], [-4.470, -1.343, -2.003], [-5.308, -1.571, -3.663], [-5.454, -0.154, -2.751], [-2.142, -1.277, -2.835], [-2.963, -2.080, -4.234], [-1.674, 0.540, -4.932], [-0.851, -0.891, -7.025], [-2.619, -0.597, -6.934], [-1.977, -2.097, -6.397], [0.371, -0.543, -3.715], [0.607, -0.332, -5.201], [-4.125, -2.557, 2.918], [-3.673, -3.907, 3.234], [-3.996, -4.969, 2.273], [-5.505, -5.258, 1.933], [-6.147, -5.664, 3.209], [-5.669, -6.435, 0.981], [-3.671, -1.685, 3.389], [-5.213, -2.527, 2.978], [-3.900, -2.258, 1.894], [-3.438, -4.775, 1.357], [-3.462, -5.773, 2.779], [-5.985, -4.298, 1.746], [-5.997, -4.922, 3.993], [-5.637, -6.532, 3.625], [-7.235, -5.649, 3.286], [-5.081, -7.206, 1.265], [-6.494, -7.007, 1.087], [-1.618, -0.826, 5.732], [-0.974, -0.361, 4.660], [0.387, 0.280, 4.728], [1.342, -0.846, 5.106], [2.832, -0.456, 4.779], [1.138, -2.000, 4.264], [-2.700, -0.833, 5.598], [-1.285, -0.272, 6.609], [-1.179, -1.811, 5.887], [0.592, 0.655, 3.725], [0.576, 1.094, 5.427], [1.248, -1.266, 6.107], [3.494, -1.310, 4.927], [3.175, 0.208, 5.571], [3.031, -0.083, 3.774], [0.145, -2.002, 4.077], [1.588, -1.949, 3.362], [-1.127, -2.958, 0.845], [-0.418, -1.887, 0.218], [0.423, -2.267, -0.837], [1.469, -1.112, -0.991], [1.002, 0.081, -1.644], [-0.192, 0.885, -1.129], [0.232, 1.807, 0.051], [1.490, 2.329, -0.353], [2.243, 2.928, 0.654], [-0.955, -3.885, 0.298], [-2.152, -2.599, 0.749], [-0.822, -3.056, 1.887], [-0.207, -2.538, -1.684], [1.093, -3.103, -0.635], [2.325, -1.548, -1.506], [1.612, -0.628, -0.025], [1.755, 0.729, -1.461], [-1.173, 0.409, -1.146], [-0.474, 1.649, -1.853], [0.224, 1.108, 0.888], [-0.485, 2.569, 0.355], [3.110, 3.366, 0.160], [2.412, 2.135, 1.383], [1.733, 3.775, 1.113], [4.235, -2.602, -4.409], [4.416, -1.438, -3.579], [5.331, -0.522, -4.178], [5.049, 0.812, -3.467], [3.766, 1.417, -3.966], [3.626, 2.858, -3.669], [2.101, 3.302, -3.576], [1.686, 3.268, -4.877], [0.274, 3.412, -5.052], [4.212, -2.415, -5.482], [3.421, -3.303, -4.225], [5.098, -3.262, -4.325], [5.279, -0.469, -5.266], [6.240, -1.054, -3.896], [5.920, 1.453, -3.604], [5.020, 0.721, -2.381], [3.073, 0.849, -3.500], [4.143, 3.519, -4.364], [3.965, 2.940, -2.636], [1.900, 4.309, -3.210], [1.511, 2.722, -2.866], [-0.103, 2.448, -4.708], [-0.260, 3.535, -5.994], [-0.091, 4.174, -4.365]]}

=====

# 5
{"formula": "CH6N2O", "method": "ωB97M-V/def2-TZVPD", "gap_ev": 10.60, "e_lumo_ev": 1.1, "spin_multiplicity": 1, "de_lowest_kj_mol": 424.7, "smiles": "CNON", "max_force_ev_per_a": 4.674, "elements": ["C", "N", "O", "N", "H", "H", "H", "H", "H", "H"], "xyz": [[-1.251, 0.154, 0.205], [-0.170, -0.678, -0.309], [1.009, -0.506, 0.498], [1.903, 0.382, -0.087], [-1.457, -0.025, 1.266], [-0.986, 1.203, 0.070], [-2.141, -0.065, -0.381], [-0.533, -1.820, -0.073], [1.466, 1.302, -0.172], [2.159, 0.052, -1.017]]}

=====

# 6
{"formula": "C3H2ClN3O2", "method": "ωB97M-V/def2-TZVPD", "gap_ev": 10.69, "e_lumo_ev": 0.4, "spin_multiplicity": 1, "de_lowest_kj_mol": 66.6, "smiles": "O=C(O)c1nn[nH]c1Cl", "max_force_ev_per_a": 3.610, "elements": ["O", "C", "O", "C", "N", "N", "N", "C", "Cl", "H", "H"], "xyz": [[2.865, -0.037, 0.161], [1.686, 0.362, 0.272], [1.416, 1.388, 1.090], [0.489, -0.407, -0.246], [0.597, -1.365, -1.215], [-0.666, -1.655, -1.566], [-1.518, -1.005, -0.781], [-0.831, -0.071, -0.055], [-1.828, 1.038, 0.852], [2.397, 1.538, 1.387], [-2.513, -1.117, -0.785]]}

=====

# 7
{"formula": "C2H5N5O", "method": "ωB97M-V/def2-TZVPD", "gap_ev": 8.24, "e_lumo_ev": -0.8, "spin_multiplicity": 1, "de_lowest_kj_mol": 652.8, "max_force_ev_per_a": 6.828, "elements": ["C", "C", "H", "H", "H", "H", "H", "N", "N", "N", "N", "N", "O"], "xyz": [[0.979, 0.313, -0.332], [-1.004, 0.217, 0.818], [-2.322, -0.669, -1.274], [-0.218, -2.101, -1.533], [1.681, -0.074, -2.043], [1.820, -0.165, 1.387], [-0.547, 1.337, 2.488], [-1.064, -0.757, -1.469], [-0.212, -0.240, -0.359], [1.849, 0.526, -1.253], [1.274, 0.898, 1.012], [-0.024, 0.642, 1.750], [-2.214, 0.073, 0.806]]}